# 1
{"formula": "C21H58Ag3N5O6", "method": "the ωB97M-V functional and the def2-TZVPD basis", "elements": ["Ag", "Ag", "Ag", "C", "O", "H", "H", "H", "C", "C", "C", "O", "C", "N", "H", "H", "H", "H", "H", "H", "H", "H", "H", "H", "H", "C", "C", "C", "O", "C", "N", "H", "H", "H", "H", "H", "H", "H", "H", "H", "H", "H", "C", "C", "C", "O", "C", "N", "H", "H", "H", "H", "H", "H", "H", "H", "H", "H", "H", "C", "C", "C", "O", "C", "N", "H", "H", "H", "H", "H", "H", "H", "H", "H", "H", "H", "C", "C", "C", "O", "C", "N", "H", "H", "H", "H", "H", "H", "H", "H", "H", "H", "H"], "xyz": [[-0.76321, 3.53010, -2.43383], [2.90967, 2.96234, -1.26294], [1.45198, 1.35036, -4.30140], [0.21275, 1.03438, -0.96808], [0.83417, 1.73317, -2.04404], [0.85256, 1.00198, -0.07901], [-0.72463, 1.51542, -0.66202], [-0.05392, 0.00202, -1.22395], [1.90814, -3.03195, 3.60626], [1.59911, -3.51653, 2.18795], [2.49447, -2.78836, 1.20058], [2.58488, -3.33341, -0.08982], [1.48274, -3.09595, -0.92913], [1.87134, -4.97158, 2.11393], [2.90387, -3.39708, 3.85648], [1.17382, -3.35886, 4.33432], [1.96734, -1.93727, 3.58360], [0.53028, -3.37068, 1.96490], [3.49896, -2.82114, 1.63988], [2.24925, -1.71348, 1.21099], [1.12682, -2.07238, -1.07806], [0.63895, -3.75870, -0.69362], [1.80093, -3.51480, -1.88883], [2.01130, -5.19765, 1.13172], [1.05870, -5.51601, 2.37918], [-3.63147, -1.02543, 5.73197], [-2.45087, -0.06756, 5.78227], [-2.36902, 0.73338, 4.50191], [-1.84173, -0.03168, 3.43763], [-1.09264, 0.68444, 2.52535], [-2.60625, 0.87724, 6.90919], [-3.54712, -1.85084, 6.44161], [-3.73253, -1.46922, 4.74142], [-4.55275, -0.49936, 5.99538], [-1.53317, -0.65082, 5.92901], [-1.78961, 1.66205, 4.62209], [-3.37462, 1.13569, 4.29507], [-0.38739, 0.04608, 1.99329], [-0.43445, 1.40529, 3.05159], [-1.64941, 1.35493, 1.85664], [-2.92852, 0.34895, 7.71325], [-1.68332, 1.21925, 7.15573], [-0.77847, -2.19456, -3.68912], [-1.38757, -1.19084, -4.65939], [-2.88873, -1.08224, -4.38948], [-3.53436, -0.56864, -5.54165], [-4.58174, -1.36710, -6.05613], [-0.69982, 0.10589, -4.48737], [-0.97649, -3.21874, -3.99330], [-1.02240, -2.04577, -2.63083], [0.30777, -2.04117, -3.65357], [-1.32754, -1.57813, -5.67447], [-3.12543, -0.41901, -3.54705], [-3.26331, -2.08448, -4.15834], [-5.11564, -0.78033, -6.79578], [-5.27237, -1.68513, -5.26669], [-4.21529, -2.29764, -6.50545], [-0.81880, 0.42823, -3.52833], [-1.17897, 0.77706, -5.08779], [3.82343, -0.33657, -1.19236], [4.56048, 0.25606, -0.00813], [5.76975, -0.59197, 0.31298], [6.50938, 0.06361, 1.30322], [7.81204, -0.48494, 1.52824], [4.87395, 1.65290, -0.29053], [2.80859, 0.03376, -1.39143], [3.57426, -1.40181, -1.14235], [4.51639, -0.26276, -2.03975], [3.86250, 0.20801, 0.83275], [6.39080, -0.69288, -0.59525], [5.45905, -1.60013, 0.61210], [8.33757, 0.26365, 2.11375], [8.33729, -0.56261, 0.57139], [7.71884, -1.43858, 2.04428], [5.77119, 1.92207, 0.12099], [5.14867, 1.78930, -1.26920], [-4.11131, 2.27170, -2.07842], [-3.92840, 3.72578, -1.66828], [-3.36652, 3.91622, -0.26222], [-1.93211, 3.88012, -0.34464], [-1.24487, 4.26593, 0.82825], [-3.02660, 4.37095, -2.61893], [-4.51162, 2.18964, -3.09117], [-4.66327, 1.66253, -1.36872], [-3.11922, 1.80792, -2.22274], [-4.95165, 4.12042, -1.63827], [-3.62931, 3.02111, 0.31366], [-3.64214, 4.78859, 0.33190], [-1.53203, 3.65186, 1.69347], [-1.49091, 5.27704, 1.16489], [-0.18581, 4.05259, 0.69815], [-2.75668, 5.27864, -2.24748], [-3.31798, 4.53814, -3.57383]], "lowdin_charge": [0.764, 0.779, 0.768, -0.280, -0.586, 0.064, 0.046, 0.060, -0.058, -0.443, -0.231, -0.188, -0.126, 0.050, 0.084, 0.080, 0.071, 0.131, 0.129, 0.114, 0.060, 0.098, 0.097, 0.063, 0.078, -0.061, -0.441, -0.217, -0.159, -0.148, 0.035, 0.080, 0.078, 0.086, 0.138, 0.116, 0.134, 0.076, 0.090, 0.066, 0.075, 0.072, -0.064, -0.390, -0.200, -0.198, -0.093, 0.009, 0.095, 0.079, 0.069, 0.154, 0.120, 0.130, 0.093, 0.093, 0.095, 0.030, 0.081, -0.068, -0.432, -0.215, -0.196, -0.059, 0.022, 0.042, 0.074, 0.093, 0.136, 0.138, 0.136, 0.094, 0.092, 0.097, 0.098, 0.064, -0.056, -0.400, -0.140, -0.321, -0.088, 0.010, 0.090, 0.095, 0.051, 0.154, 0.134, 0.139, 0.083, 0.105, 0.084, 0.093, 0.103], "lumo_energy_ha": -0.27533, "e_homo_ev": -12.629, "orbital_gap_ev": 5.137, "total_charge": 2, "relative_energy_kcal_mol": 0.0}

# 2
{"formula": "C9H27AsF6O4", "method": "the ωB97M-V functional and the def2-TZVPD basis", "elements": ["O", "H", "H", "H", "As", "F", "F", "F", "F", "F", "F", "C", "C", "C", "O", "H", "H", "H", "H", "H", "H", "H", "H", "C", "C", "C", "O", "H", "H", "H", "H", "H", "H", "H", "H", "C", "C", "C", "O", "H", "H", "H", "H", "H", "H", "H", "H"], "xyz": [[0.03836, 0.33601, -1.04098], [0.98800, 0.16866, -0.79010], [-0.16990, 1.31774, -0.84349], [-0.54893, -0.22361, -0.48585], [-1.07364, 2.99694, 1.18180], [-0.20703, 2.74270, -0.37625], [-0.89208, 4.68828, 1.01567], [-1.91261, 3.12184, 2.65422], [-1.20518, 1.24838, 1.26564], [0.45107, 2.88976, 1.96768], [-2.52858, 3.04696, 0.27617], [4.14813, 1.85899, -1.11685], [3.40491, 0.53821, -1.24049], [4.33086, -0.68692, -1.30880], [2.46647, 0.39044, -0.14449], [3.57068, 2.67563, -1.54327], [5.09803, 1.81030, -1.65156], [4.38630, 2.07294, -0.07355], [2.81484, 0.52524, -2.15895], [5.12939, -0.48828, -2.02640], [3.78597, -1.55466, -1.67747], [4.78493, -0.90390, -0.34085], [2.98587, 0.45690, 0.66297], [-0.51304, -1.44505, 3.02716], [0.44987, -1.48336, 1.84809], [1.59553, -2.45660, 2.05762], [-0.22342, -1.76543, 0.61296], [-0.93894, -0.45074, 3.15157], [0.03870, -1.63508, 3.95363], [-1.31736, -2.17660, 2.94919], [0.87469, -0.48062, 1.78045], [1.21136, -3.46552, 2.23828], [2.17242, -2.16530, 2.93898], [2.28774, -2.45260, 1.21600], [-0.37256, -2.71598, 0.58369], [-4.41754, 0.56562, -1.89621], [-3.30190, -0.31158, -1.36879], [-3.78712, -1.67140, -0.88972], [-2.27558, -0.47582, -2.37208], [-5.26342, 0.59147, -1.20229], [-4.79000, 0.21233, -2.85922], [-4.07502, 1.59723, -1.97548], [-2.82578, 0.21288, -0.53485], [-4.55213, -1.55633, -0.12466], [-2.93448, -2.25433, -0.54812], [-4.24177, -2.20101, -1.73563], [-2.64608, -1.04471, -3.05537]], "nbo_charge": [-0.815, 0.549, 0.555, 0.570, 2.843, -0.641, -0.608, -0.612, -0.661, -0.623, -0.620, -0.636, 0.094, -0.631, -0.759, 0.232, 0.217, 0.211, 0.181, 0.218, 0.218, 0.206, 0.496, -0.640, 0.090, -0.637, -0.758, 0.244, 0.209, 0.209, 0.184, 0.202, 0.220, 0.214, 0.479, -0.631, 0.085, -0.627, -0.735, 0.213, 0.198, 0.231, 0.184, 0.220, 0.210, 0.193, 0.460], "lumo_energy_ha": 0.00958, "e_homo_ev": -10.462, "orbital_gap_ev": 10.722, "relative_energy_kcal_mol": 0.0}

# 3
{"formula": "C36H48Cl5InN6OP2", "method": "the ωB97M-V functional and the def2-TZVPD basis", "elements": ["In", "C", "N", "C", "C", "N", "C", "P", "C", "N", "C", "C", "N", "C", "C", "N", "C", "C", "N", "C", "H", "H", "H", "H", "H", "H", "H", "H", "H", "H", "H", "H", "H", "H", "H", "Cl", "C", "C", "C", "Cl", "C", "Cl", "C", "Cl", "C", "Cl", "O", "P", "C", "C", "C", "C", "C", "C", "C", "C", "C", "C", "C", "C", "C", "C", "C", "C", "C", "C", "H", "H", "H", "H", "H", "H", "H", "H", "H", "H", "H", "H", "H", "H", "H", "H", "H", "H", "H", "H", "H", "H", "H", "H", "H", "H", "H", "H", "H", "H", "H", "H", "H"], "xyz": [[-1.32178, -0.08719, 0.79811], [-2.74497, 1.42383, 6.00494], [-2.00380, 0.70885, 4.96650], [-1.01962, -0.21252, 5.19943], [-0.56684, -0.61834, 3.98195], [-1.26752, 0.04643, 3.01389], [-2.13107, 0.85430, 3.63104], [-3.26424, 2.06912, 2.86323], [-4.09941, 0.89648, 1.73724], [-3.54154, -0.17146, 1.16435], [-4.53301, -0.83253, 0.49390], [-5.70270, -0.15655, 0.67219], [-5.41758, 0.92872, 1.45458], [-6.36683, 1.97596, 1.82852], [-2.11007, 2.76752, 1.62576], [-1.71551, 2.08781, 0.54778], [-1.11387, 2.98373, -0.29895], [-1.15752, 4.21425, 0.28130], [-1.79645, 4.06850, 1.48619], [-1.94677, 5.13009, 2.47737], [-2.72609, 0.83824, 6.91919], [-2.28916, 2.39338, 6.19737], [-3.77781, 1.56354, 5.69955], [-0.71937, -0.49958, 6.19212], [0.20799, -1.32937, 3.75269], [-4.34618, -1.74703, -0.04263], [-6.69590, -0.36369, 0.31346], [-7.37340, 1.62035, 1.63282], [-6.27170, 2.20661, 2.88711], [-6.18128, 2.87657, 1.24662], [-0.71104, 2.67400, -1.24564], [-0.79888, 5.16982, -0.06044], [-0.97354, 5.37750, 2.89686], [-2.35396, 6.01822, 2.00060], [-2.61243, 4.80265, 3.27122], [-3.29710, -2.20047, -2.74952], [-2.71812, -3.07234, -1.38637], [-1.69601, -2.57217, -0.46661], [-0.33538, -2.24586, -0.55332], [1.01486, -1.87005, 0.08304], [-1.79431, -3.62658, 0.64696], [-0.82622, -3.68319, 2.05685], [-2.71059, -4.56067, 0.33869], [-3.18006, -5.90621, 1.26965], [-3.31151, -4.19214, -0.92023], [-4.60216, -5.02476, -1.64412], [0.36157, 0.69271, -0.83182], [1.38095, -0.41468, -1.25694], [3.12642, 0.15191, -1.07558], [3.26378, 1.31126, -0.06555], [2.88743, 2.66196, -0.67829], [3.82145, 2.98209, -1.83935], [3.66203, 1.89934, -2.90368], [3.95956, 0.51459, -2.32331], [1.92471, -3.02791, -0.34001], [3.07999, -3.91550, -0.52901], [4.16020, -3.55301, 0.54355], [3.67505, -3.09584, 1.93730], [3.03849, -1.68883, 2.12443], [1.85793, -1.24653, 1.29984], [0.81932, -1.13090, -2.88921], [1.71451, -1.34781, -4.13078], [1.94739, -0.15073, -5.06628], [0.71269, 0.73944, -5.26958], [-0.02461, 0.97628, -3.95443], [-0.43327, -0.37796, -3.37393], [3.59801, -0.74737, -0.65565], [4.31268, 1.34533, 0.24363], [2.66105, 1.14500, 0.82673], [2.93574, 3.43593, 0.09016], [1.86059, 2.59553, -1.04640], [4.85476, 3.01200, -1.48113], [3.59123, 3.96021, -2.26448], [4.33093, 2.08581, -3.74514], [2.63568, 1.93800, -3.27217], [5.00220, 0.51082, -1.99239], [3.86631, -0.26177, -3.07968], [0.58334, -2.71102, 1.13492], [3.50025, -3.85039, -1.53230], [2.73703, -4.93702, -0.35446], [4.81011, -2.76576, 0.15172], [4.75017, -4.46035, 0.67609], [4.55541, -3.06435, 2.58060], [3.00491, -3.86538, 2.33109], [3.82792, -0.93731, 1.99350], [2.74326, -1.61335, 3.17543], [1.50113, -0.34440, 1.80846], [0.16397, -0.84933, 0.37966], [0.50854, -2.13101, -2.57630], [1.19784, -2.11857, -4.70813], [2.67795, -1.77450, -3.84192], [2.25974, -0.55344, -6.03088], [2.76965, 0.45973, -4.70523], [0.02287, 0.26548, -5.97288], [1.01995, 1.68823, -5.71341], [-0.89800, 1.61292, -4.10800], [0.63276, 1.45847, -3.22661], [-0.89683, -0.97970, -4.15894], [-1.15629, -0.25211, -2.56842]], "lowdin_charge": [1.003, 0.004, -0.101, -0.002, -0.085, -0.004, -0.426, 1.215, -0.441, -0.001, -0.055, 0.005, -0.100, 0.007, -0.434, -0.006, -0.068, 0.001, -0.102, 0.011, 0.106, 0.105, 0.082, 0.143, 0.100, 0.099, 0.143, 0.105, 0.086, 0.105, 0.109, 0.143, 0.108, 0.108, 0.072, 0.751, -0.697, -0.283, -0.349, 0.418, -0.633, 0.849, -0.736, 0.745, -0.748, 0.754, -0.436, 0.850, -0.316, -0.186, -0.194, -0.186, -0.191, -0.163, -0.217, -0.176, -0.177, -0.176, -0.181, -0.382, -0.320, -0.164, -0.175, -0.180, -0.196, -0.219, 0.106, 0.130, 0.088, 0.116, 0.086, 0.121, 0.116, 0.126, 0.088, 0.131, 0.087, 0.067, 0.111, 0.117, 0.107, 0.114, 0.114, 0.116, 0.120, 0.107, 0.075, -0.092, 0.093, 0.125, 0.103, 0.121, 0.071, 0.118, 0.116, 0.118, 0.077, 0.114, 0.067], "lumo_energy_ha": [-0.22245, -0.22288], "e_homo_ev": [-11.906, -11.815], "orbital_gap_ev": [5.853, 5.750], "total_charge": 2, "relative_energy_kcal_mol": 607.0}

# 4
{"formula": "C5H6NO", "method": "the ωB97M-V functional and the def2-TZVPD basis", "elements": ["C", "C", "C", "C", "C", "N", "O", "H", "H", "H", "H", "H", "H"], "xyz": [[-1.16591, -1.72222, 0.16599], [-2.13204, -0.97384, -0.00408], [0.28787, -1.65583, 0.07610], [-0.07931, 0.83812, 0.26821], [-1.52528, 1.23845, 0.00708], [0.36631, -0.32955, -0.49140], [-2.43836, 0.33545, -0.17590], [0.81752, -1.83490, 1.08858], [0.93649, -2.33676, -0.72401], [0.38393, 1.65591, -0.07392], [0.10828, 0.89048, 1.40996], [-1.84907, 2.26850, -0.07156], [-0.12661, -0.30061, -1.42710]], "nbo_charge": [0.091, 0.200, -0.326, -0.350, 0.474, -0.516, -0.330, 0.276, 0.294, 0.259, 0.298, 0.240, 0.389], "lumo_energy_ha": -0.23814, "e_homo_ev": -14.212, "orbital_gap_ev": 7.732, "total_charge": 1, "relative_energy_kcal_mol": 165.7}

# 5
{"formula": "CH5N3OS", "method": "the ωB97M-V functional and the def2-TZVPD basis", "elements": ["H", "N", "C", "N", "O", "N", "S", "H", "H", "H", "H"], "xyz": [[0.83479, 2.14056, 0.12927], [-0.05747, 1.78707, -0.08547], [-0.16561, 0.53411, -0.29961], [-1.50992, 0.02183, -0.50070], [-1.56196, -1.25476, -0.01134], [0.81949, -0.47852, -0.67739], [2.42974, -0.33591, -0.19424], [-2.12818, 0.71634, -0.17086], [-1.62376, -1.18467, 0.99628], [0.69571, -1.71057, -0.39310], [2.26719, -0.23549, 1.20716]], "nbo_charge": [0.363, -0.720, 0.539, -0.334, -0.548, -0.819, 0.180, 0.366, 0.447, 0.443, 0.083], "lumo_energy_ha": 0.00857, "e_homo_ev": -9.345, "smiles": "[H]/N=C(/NO)NS", "orbital_gap_ev": 9.579, "relative_energy_kcal_mol": 72.2}

One value per record, in order, for max |F|: 0.0383 0.0172 0.1018 0.0825 0.1100 Eh/bohr.